[1]
One molecule with the formula C17H25NO4S, computed with the ωB97M-V functional and the def2-TZVPD basis.

XYZ file:
```
48
Properties=species:S:1:pos:R:3
C -1.142 -3.702 -0.466
C -0.372 -3.100 0.699
H 0.219 -3.860 1.221
H -1.043 -2.612 1.411
O 0.548 -2.127 0.199
C 0.450 -0.870 0.622
O -0.288 -0.505 1.501
C 1.461 0.020 -0.109
C 1.152 1.494 0.165
H 1.323 1.717 1.217
H 1.839 2.104 -0.419
C -0.305 1.828 -0.200
N -0.802 0.894 -1.185
C -1.963 0.206 -1.072
O -2.187 -0.807 -1.720
C -2.993 0.797 -0.194
C -3.855 0.155 0.655
C -4.800 1.042 1.228
C -4.671 2.319 0.791
S -3.376 2.491 -0.321
H -5.260 3.177 1.047
H -5.550 0.726 1.932
C -3.788 -1.296 0.990
H -3.456 -1.864 0.126
H -4.763 -1.656 1.308
H -3.079 -1.449 1.803
C 0.157 0.531 -2.203
C 1.358 -0.235 -1.621
H 1.249 -1.304 -1.797
H 2.271 0.096 -2.117
H 0.491 1.460 -2.677
H -0.365 -0.076 -2.945
H -0.371 2.852 -0.588
H -0.926 1.750 0.693
C 2.836 -0.400 0.450
C 4.013 0.488 0.054
O 4.017 1.653 0.847
C 5.093 2.507 0.565
H 4.998 3.359 1.233
H 6.055 2.009 0.741
H 5.066 2.854 -0.477
H 4.950 -0.069 0.218
H 3.974 0.758 -1.013
H 3.038 -1.420 0.120
H 2.785 -0.392 1.541
H -0.466 -4.241 -1.125
H -1.624 -2.911 -1.037
H -1.896 -4.388 -0.092
```

Output
E_HOMO = -8.70 eV
F_max = 0.72 eV/Å
Kohn-Sham gap = 9.395 eV
E = -1416.7044 Eh
LUMO = 0.026 hartree

Mulliken population analysis, charges in e, atoms 1 to 4: -1.070, -0.199, 0.292, 0.241

***

[2]
C24H12Co2F6O8S as an isolated structure at a distorted geometry, computed with the ωB97M-V functional and the def2-TZVPD basis.

XYZ file:
```
53
Properties=species:S:1:pos:R:3
F 4.683 0.178 2.834
C 3.804 -0.606 2.189
F 4.413 -1.173 1.113
F 3.388 -1.591 3.013
S 2.356 0.422 1.645
C 1.203 -0.751 1.033
C -0.137 -0.659 1.531
C -0.716 0.592 1.896
C -2.079 0.717 2.100
C -2.890 -0.411 2.007
C -4.356 -0.248 2.254
F -5.078 -1.343 1.885
F -4.622 -0.017 3.581
F -4.852 0.823 1.562
C -2.359 -1.662 1.729
C -0.998 -1.786 1.520
O 1.911 1.040 2.874
O 2.938 1.236 0.601
H 1.672 -1.727 0.854
H -0.106 1.490 1.975
H -2.502 1.691 2.342
H -3.006 -2.530 1.663
H -0.569 -2.758 1.280
O 1.739 -8.161 -2.270
C 1.579 -7.020 -2.355
Co 1.442 -5.272 -2.499
C 0.476 -5.619 -3.923
O -0.137 -5.847 -4.874
C 0.571 -5.202 -0.952
O 0.023 -5.161 0.065
C 1.363 -3.358 -2.905
C 1.365 -2.416 -1.885
C 0.548 -1.543 -1.228
C 0.478 -0.134 -1.561
C -0.749 0.575 -1.491
C -0.749 1.959 -1.411
C 0.462 2.663 -1.514
C 1.650 1.964 -1.717
C 1.659 0.580 -1.823
Co 2.909 -3.349 -1.977
C 3.402 -5.138 -2.291
O 4.359 -5.806 -2.419
C 3.290 -3.588 -0.260
O 3.532 -3.898 0.827
C 4.327 -2.494 -2.628
O 5.259 -1.968 -3.075
H 1.147 -3.081 -3.947
H -0.294 -1.993 -0.694
H -1.683 0.005 -1.416
H -1.688 2.496 -1.257
H 0.476 3.750 -1.438
H 2.593 2.505 -1.785
H 2.584 0.019 -1.979
```

Output
E_HOMO = -0.20 eV
F_max = 4.83 eV/Å
Kohn-Sham gap = 4.722 eV
total charge = -2
E = -5286.5013 Eh
LUMO = 0.166 hartree

Mulliken population analysis, charges in e, atoms 1 to 4: -0.245, 0.553, -0.207, -0.224

***

[3]
C24H33BrCaN5O6 as an isolated structure at a distorted geometry, computed with the ωB97M-V functional and the def2-TZVPD basis.

XYZ file:
```
70
Properties=species:S:1:pos:R:3
Ca -0.354 1.340 -0.271
C 1.742 3.374 -1.479
C 1.735 2.725 -2.709
C 0.539 2.525 -3.385
C -0.652 2.992 -2.846
C -0.651 3.636 -1.614
C 0.548 3.820 -0.925
H 2.679 3.570 -0.975
H 2.668 2.408 -3.157
H 0.530 2.026 -4.345
H -1.569 2.867 -3.405
H -1.569 4.052 -1.217
H 0.559 4.369 0.009
N -2.741 1.308 -0.228
C -2.708 -0.168 -0.199
C -4.123 -0.761 -0.334
C -4.339 -2.286 -0.442
C -3.682 -3.240 0.573
N -3.732 -2.790 1.957
C -2.689 -2.473 2.723
N -1.439 -2.689 2.346
N -2.891 -1.928 3.925
C -1.693 -0.642 -1.272
O -1.474 -1.852 -1.410
O -1.092 0.293 -1.885
H -3.339 1.645 0.518
H -3.163 1.596 -1.105
H -2.255 -0.440 0.754
H -4.542 -0.329 -1.247
H -4.719 -0.372 0.497
H -3.992 -2.608 -1.423
H -5.418 -2.455 -0.408
H -2.652 -3.408 0.278
H -4.209 -4.193 0.517
H -4.648 -2.679 2.360
H -1.161 -3.058 1.449
H -0.716 -2.279 2.934
H -3.812 -1.710 4.258
H -2.074 -1.494 4.358
Br 3.608 3.661 6.105
C 3.170 3.030 4.370
C 4.053 3.254 3.327
C 3.728 2.796 2.060
C 2.527 2.140 1.840
C 1.651 1.918 2.897
C 1.980 2.351 4.175
C 0.364 1.163 2.672
O 0.107 0.232 3.457
O -0.388 1.539 1.714
H 4.986 3.772 3.504
H 4.426 2.953 1.246
H 2.281 1.749 0.864
H 1.308 2.159 5.000
O 1.099 -2.329 -0.021
C 1.185 -1.234 -0.608
O 1.050 -0.088 -0.115
C 1.512 -1.330 -2.124
N 1.483 -2.792 -2.421
C 2.801 -3.204 -2.970
C 3.758 -2.159 -2.403
C 2.933 -0.866 -2.453
H 0.731 -0.787 -2.647
H 0.675 -3.064 -2.973
H 1.316 -3.131 -1.409
H 2.774 -3.157 -4.058
H 3.039 -4.219 -2.664
H 4.676 -2.096 -2.983
H 4.026 -2.403 -1.374
H 2.970 -0.427 -3.451
H 3.272 -0.126 -1.731
```

Output
E_HOMO = -10.54 eV
F_max = 3.44 eV/Å
Kohn-Sham gap = 8.471 eV
total charge = +1
E = -4911.2128 Eh
LUMO = -0.076 hartree

Mulliken population analysis, charges in e, atoms 1 to 4: 2.328, -0.186, -0.336, -0.440

***

[4]
C19H32N2O3ReS5Sb as an isolated structure, computed with the ωB97M-V functional and the def2-TZVPD basis.

XYZ file:
```
63
Properties=species:S:1:pos:R:3
Re -0.260 0.845 -1.928
S 0.822 1.426 -3.856
S 0.847 3.628 -3.500
S -2.040 3.250 -3.183
S -2.461 1.418 -2.072
C -1.816 -2.144 0.596
C -0.602 -1.639 1.378
C 0.630 -2.429 0.941
C -0.831 -1.818 2.877
Sb -0.296 0.458 0.833
C -1.772 1.675 1.903
C -1.862 3.047 1.240
C -1.366 1.822 3.369
C -3.128 0.980 1.801
C 1.704 1.059 1.487
C 1.799 2.583 1.447
C 2.024 0.548 2.888
C 2.695 0.479 0.478
H -1.945 -3.212 0.798
H -1.680 -2.027 -0.482
H -2.739 -1.642 0.881
H 0.451 -3.492 1.131
H 1.527 -2.149 1.493
H 0.835 -2.319 -0.126
H -0.933 -2.887 3.091
H -1.746 -1.336 3.216
H -0.001 -1.443 3.475
H -0.927 3.601 1.294
H -2.624 3.628 1.770
H -2.163 2.985 0.196
H -0.413 2.335 3.490
H -1.314 0.867 3.890
H -2.125 2.429 3.872
H -3.436 0.827 0.765
H -3.880 1.622 2.272
H -3.149 0.024 2.323
H 1.184 3.059 2.209
H 1.522 2.991 0.473
H 2.837 2.868 1.645
H 1.312 0.906 3.633
H 3.012 0.919 3.178
H 2.058 -0.539 2.940
H 2.542 0.903 -0.521
H 2.643 -0.609 0.415
H 3.713 0.744 0.783
O 0.352 4.257 -4.705
N -0.450 3.606 -2.372
O -2.955 4.260 -2.706
O -0.015 2.732 -1.368
S -1.424 -3.326 -3.619
C -1.529 -1.739 -3.039
N -0.402 -1.184 -2.665
C 0.675 -2.056 -2.869
C 2.021 -1.777 -2.635
C 2.944 -2.766 -2.887
C 2.549 -4.021 -3.373
C 1.224 -4.301 -3.627
C 0.290 -3.297 -3.371
H -2.474 -1.217 -2.982
H 2.334 -0.802 -2.284
H 3.994 -2.570 -2.718
H 3.298 -4.777 -3.565
H 0.920 -5.261 -4.018
```

Output
E_HOMO (alpha / beta) = -11.14 / -12.07 eV
F_max = 0.28 eV/Å
expectation value of S² = 3.786
2S+1 = 4
Kohn-Sham gap (alpha / beta) = 6.815 / 7.227 eV
total charge = +1
E = -3387.5719 Eh
LUMO (alpha / beta) = -0.159 / -0.178 hartree

Mulliken population analysis, charges in e, atoms 1 to 4: 0.639, -0.309, 0.531, 0.670